No. 1
Computed, not measured: the molecule C16H12FN3O2, with ωB97M-V/def2-TZVPD.

As for the SMILES: O=c1n(-c2ccccc2)c(=O)n2n1[C@@H]1[C@H]3[C@@H]4[C@H]3[C@H]2[C@]2(F)[C@H]1[C@H]42. Its net charge is 0. The lowest unoccupied orbital energy is 0.73 eV. The calculation puts the gap between HOMO and LUMO at 0.352 hartree. As for the energy relative to the best compared isomer or geometry (same formula, charge and spin): 6.08 kcal/mol. The value obtained for the calculated total energy is -28067.58265 eV. For the molar mass, the calculation gives 297.3 g/mol. As for the spin multiplicity: 1. Its highest occupied orbital energy is -8.8 eV.

Each line ends with the Löwdin charge.
Atoms and positions in Å:
O -0.3627 -0.9462 2.2192  0.065
C -0.3570 -0.9094 0.9700  -0.417
N -1.2645 -0.2208 0.1995  0.142
C -2.3709 0.4908 0.7322  -0.179
C -2.7118 1.7802 0.3543  -0.017
C -3.8007 2.4621 0.9182  -0.070
C -4.6779 1.7510 1.7708  -0.083
C -4.3900 0.4168 2.1321  -0.058
C -3.2275 -0.1813 1.6064  -0.008
C -0.7786 -0.2281 -1.0838  -0.389
O -1.1175 0.5664 -1.9808  0.068
N 0.3669 -1.0228 -1.1960  0.083
N 0.6613 -1.3736 0.1785  0.076
C 2.0817 -1.2200 0.5551  -0.117
C 2.4095 0.2690 0.3071  -0.074
C 3.4926 0.3972 -0.7187  -0.128
C 2.0647 0.6226 -1.1801  -0.094
C 1.4913 -0.5288 -1.9687  -0.102
C 2.6505 -1.5776 -1.9211  -0.259
F 2.9427 -2.2218 -3.0874  0.067
C 2.9527 -1.9501 -0.4629  -0.050
C 3.8437 -0.9869 -1.1786  -0.087
H -2.0656 2.3831 -0.3241  0.125
H -4.1012 3.4786 0.6166  0.109
H -5.5530 2.2422 2.1528  0.090
H -5.0387 -0.1314 2.8149  0.103
H -2.9937 -1.2062 1.8390  0.112
H 2.2531 -1.4785 1.5856  0.156
H 2.2707 0.9973 1.1245  0.155
H 4.1835 1.2455 -0.7316  0.148
H 1.7496 1.6152 -1.5210  0.152
H 1.2386 -0.3017 -3.0059  0.172
H 3.3319 -2.9375 -0.2088  0.152
H 4.8264 -1.2953 -1.5078  0.153

---

No. 2
Computed, not measured: a structure of composition C16H12N3O3PtS3, with ωB97M-V/def2-TZVPD.

Its net charge is -2. The lowest unoccupied orbital energy (alpha / beta) is 4.80 / 4.80 eV. The calculation puts the gap between HOMO and LUMO (alpha / beta) at 0.162 / 0.162 hartree. As for the energy relative to the best compared isomer or geometry (same formula, charge and spin): 18.82 kcal/mol. The value obtained for the calculated total energy is -63151.24756 eV. For the molar mass, the calculation gives 585.6 g/mol. As for the spin multiplicity: 2. Its highest occupied orbital energy (alpha / beta) is 0.4 / 0.4 eV.

Each line ends with the Löwdin charge.
Atoms and positions in Å:
Pt 0.0956 0.1998 0.3703  0.362
O -2.1758 0.1787 0.5557  -0.304
N -2.6696 1.3498 0.2815  -0.287
C -3.7439 1.4303 -0.5349  -0.073
C -4.4218 2.6056 -0.7277  -0.117
C -3.9612 3.7691 -0.1091  -0.121
C -2.7755 3.7049 0.6057  -0.136
C -2.0991 2.5006 0.7789  -0.754
S -0.6084 2.4047 1.5971  0.515
H -4.0275 0.4973 -0.9954  0.123
H -5.2980 2.6162 -1.3613  0.082
H -4.4926 4.7048 -0.2209  0.081
H -2.3275 4.5856 1.0402  0.083
O 4.3255 -0.6875 -0.1760  -0.030
C 3.2677 -0.4891 0.4299  -0.672
O 2.3538 0.2899 0.0268  -0.215
C 3.0814 -1.2001 1.7590  -0.171
C 4.1551 -1.1819 2.6352  -0.066
C 4.1115 -1.8316 3.8570  -0.141
C 2.9587 -2.5193 4.2049  -0.145
C 1.8835 -2.5549 3.3430  -0.164
C 1.9119 -1.8944 2.1085  -0.662
S 0.5308 -2.1081 1.0581  0.446
H 5.0470 -0.6557 2.3203  0.102
H 4.9620 -1.8067 4.5298  0.073
H 2.9093 -3.0403 5.1550  0.078
H 0.9880 -3.0990 3.6114  0.075
S -0.5361 1.0588 -1.9937  0.615
C 0.1919 -0.1674 -2.9307  -0.841
N 1.4603 -0.5548 -2.5506  0.091
C 2.1714 -1.4516 -3.3296  -0.025
C 1.5634 -1.9793 -4.4350  -0.101
C 0.2606 -1.5698 -4.7366  -0.116
N -0.4049 -0.6434 -3.9868  0.041
H 1.8653 -0.1703 -1.6919  0.074
H 3.1787 -1.6615 -3.0119  0.125
H 2.0848 -2.6836 -5.0732  0.084
H -0.2867 -1.9654 -5.5838  0.091

---

No. 3
Computed, not measured: a structure of composition C16H13F5N4SSbSe4Ti, with ωB97M-V/def2-TZVPD.

Its net charge is -1. The lowest unoccupied orbital energy is 0.78 eV. The calculation puts the gap between HOMO and LUMO at 0.179 hartree. As for the energy relative to the best compared isomer or geometry (same formula, charge and spin): 34.63 kcal/mol. The value obtained for the calculated total energy is -338226.81578 eV. For the molar mass, the calculation gives 873.8 g/mol. As for the spin multiplicity: 1. Its highest occupied orbital energy is -4.1 eV.

Each line ends with the Löwdin charge.
Atoms and positions in Å:
Ti 0.0677 -0.4284 -0.4387  0.431
C 3.8920 1.2745 4.1957  -0.093
C 2.8185 2.0718 3.4694  -0.252
N 2.8135 1.8134 2.0338  -0.005
C 2.0709 0.8841 1.4316  -0.766
S 2.0676 0.9294 -0.3258  0.637
N 1.4353 0.0143 2.2157  0.019
N 0.5493 -0.7769 1.5497  -0.135
C -0.3370 -1.4134 2.2493  -0.262
C -0.3255 -1.4329 3.7372  -0.028
C -1.4322 -2.0307 1.4570  -0.210
C -2.4668 -2.7413 2.0256  0.015
C -3.5262 -3.1640 1.2320  -0.032
C -3.5233 -2.8579 -0.1111  -0.034
C -2.4398 -2.1653 -0.6238  -0.089
N -1.4091 -1.7912 0.1326  -0.041
H 3.8464 1.4776 5.2674  0.068
H 4.8930 1.5290 3.8385  0.065
H 3.7317 0.2067 4.0396  0.064
H 2.9569 3.1436 3.6053  0.118
H 1.8311 1.8268 3.8459  0.021
H 3.2567 2.4755 1.4211  0.116
H 0.4627 -0.7842 4.0980  0.061
H -0.1604 -2.4522 4.1022  0.090
H -1.2779 -1.0692 4.1285  0.087
H -2.4495 -2.9354 3.0885  0.117
H -4.3564 -3.7020 1.6705  0.114
H -4.3432 -3.1327 -0.7585  0.112
H -2.3909 -1.8738 -1.6633  0.117
Se -4.5077 2.2699 1.9079  -0.262
Sb -2.2381 3.0862 1.8959  -0.366
Se -0.9361 2.5121 3.8591  -0.168
Se -1.7283 5.1672 0.8067  -0.234
Se -1.1920 1.2657 0.1993  0.360
F 1.4443 -1.7418 -1.9658  -0.015
C 0.8573 -0.9187 -2.9233  -0.263
C -0.2831 -0.2598 -2.5210  -0.147
C -0.8883 0.5371 -3.4732  -0.239
F -2.0039 1.2171 -3.2019  0.094
C -0.3920 0.6400 -4.7586  -0.139
F -1.0069 1.3742 -5.6891  0.119
C 0.7695 -0.0385 -5.1033  -0.133
F 1.2546 0.0694 -6.3411  0.123
C 1.4181 -0.8352 -4.1816  -0.150
F 2.5366 -1.4826 -4.5259  0.113